Entry from the Open Molecules 2025 dataset: a molecular structure, C60H40BF2I5N5O2W at a distorted geometry (wB97M-V/def2-TZVPD).

```
116
Properties=species:S:1:pos:R:3:forces:R:3
C -16.1908 -0.8558 -18.1626 1.462 -0.811 0.705
H -21.1059 -5.1214 -11.8580 -0.029 -0.254 0.133
C -17.6270 2.2940 -9.9728 -2.433 -0.121 -1.834
C -20.0534 6.0404 -14.3704 -0.509 -2.425 0.307
H -23.0175 3.0491 -13.5527 0.153 0.193 -0.083
H -16.3922 2.6124 -13.8039 0.380 -0.485 0.047
H -23.7102 -4.4792 -8.7886 -0.039 -0.175 0.554
C -20.1086 6.0801 -12.9748 -0.270 0.972 0.196
C -16.9049 2.1059 -6.7991 -1.717 -0.810 -1.015
C -19.4149 -2.3690 -6.6276 0.628 0.678 -0.229
H -25.1349 -3.3992 -10.6496 0.609 -0.061 -0.139
B -14.0370 -1.1934 -14.3640 -0.804 0.299 1.236
C -14.6082 1.7268 -6.3782 0.894 -0.099 0.033
H -17.9807 -0.4876 -17.0087 0.788 -0.190 -0.136
H -15.7155 3.3868 -5.5126 -0.165 -0.936 -0.646
H -14.2326 -1.5003 -18.9371 -0.196 0.252 -0.238
C -15.7611 2.5023 -6.1918 1.115 0.628 1.125
C -17.9104 1.8580 -15.4383 0.147 -0.825 0.122
O -19.8771 -1.3155 -12.3163 -0.218 -0.187 0.591
C -16.8977 -0.7243 -16.9896 -0.577 0.450 0.113
O -20.3255 -2.8438 -10.8472 0.499 0.341 0.331
H -17.8788 2.5643 -6.5663 0.637 0.142 -0.312
C -20.5293 3.6349 -14.2735 0.392 1.483 -0.480
H -20.2459 4.7961 -16.1180 -0.075 -0.290 0.672
C -20.2498 -2.2226 -7.7444 -1.972 -1.615 -0.240
C -24.1925 -3.0258 -10.2634 0.346 0.304 0.490
C -25.1565 -1.3508 -12.4174 -2.139 -1.278 -0.557
C -23.5071 -3.5191 -9.2078 -0.042 -0.427 -0.615
C -26.2656 -1.8793 -14.5499 -1.197 -0.644 0.314
H -18.1882 2.7577 -14.9052 -0.136 0.249 -0.012
H -20.4659 -1.8293 -14.4748 0.104 0.141 -0.297
H -18.2001 -1.0204 -14.7482 0.011 0.180 -0.267
N -19.6000 1.0331 -10.2921 1.067 0.963 -0.453
C -25.1611 -1.5047 -13.7969 0.833 0.543 -1.575
C -20.6100 2.4384 -12.0669 -0.575 -0.263 -1.017
C -26.3342 -1.7302 -11.7808 -0.323 0.079 -0.269
H -15.3476 1.2323 -14.3573 -0.179 0.384 -0.203
C -14.5607 0.6040 -7.1766 -1.929 -0.477 -0.675
C -20.8211 -3.4042 -13.1365 0.500 -1.082 1.269
H -13.6748 0.0022 -7.3779 -0.161 0.316 0.406
F -12.7445 -1.0413 -14.5494 0.557 -0.174 0.333
H -18.8351 1.4728 -15.9136 0.703 0.176 -0.114
C -18.8637 -0.5635 -7.8936 0.572 -0.079 0.689
H -26.3446 -1.7228 -10.7034 -0.367 0.160 0.136
C -23.8724 1.2152 -12.8311 -0.689 -0.683 0.588
C -16.9231 0.9731 -7.6678 -0.096 0.264 1.624
H -16.0586 1.1989 -12.7599 -0.341 0.017 -0.354
C -21.3670 -5.6065 -13.9603 -0.323 0.459 -0.337
H -16.6956 -0.7743 -19.0933 -0.169 0.135 -0.740
C -19.5435 2.0766 -11.2537 0.350 -0.866 2.117
H -20.9893 -3.3655 -16.4995 -0.067 0.582 -0.497
H -20.7419 -7.1777 -6.1904 0.745 -1.360 -0.077
C -21.0538 -3.6578 -15.4788 -0.450 -2.502 0.496
N -22.4398 -1.5759 -9.8539 1.433 -1.052 1.299
H -20.2266 -5.5167 -7.8823 0.372 0.365 0.058
C -20.3201 -2.5279 -12.0700 -0.256 -0.121 -0.452
I -29.2624 -2.4792 -14.9511 0.595 -0.184 0.331
C -22.4529 -6.2033 -5.4493 -0.710 -1.253 1.016
C -27.4524 -2.1348 -12.4980 -0.822 -1.012 0.581
C -23.3591 0.1852 -11.9316 0.415 -0.139 -0.632
C -18.4337 1.2307 -9.4795 -1.748 0.700 -2.095
H -24.1773 -5.0755 -4.8626 -0.101 0.183 0.173
H -26.2512 -1.9561 -15.6416 0.316 0.173 0.462
C -21.3412 -6.3275 -6.2652 -0.353 1.242 -0.159
C -17.2482 -0.5003 -14.6018 0.148 0.010 0.114
H -17.1005 2.1853 -16.1653 -0.874 -0.840 0.451
C -21.7878 1.6893 -12.1958 0.747 0.392 -0.029
C -21.3988 -5.0351 -15.2449 0.532 1.477 0.387
I -22.0019 -6.2152 -16.8176 0.010 -0.167 -0.336
C -14.8288 -1.2350 -18.0748 -0.501 -0.327 0.520
H -18.0460 3.6260 -11.7058 0.072 -0.244 0.325
C -24.0142 -0.9944 -11.6370 1.841 1.559 -0.106
H -15.8290 -0.7552 -8.3385 0.052 0.740 0.212
C -21.4409 -2.9764 -7.9937 1.130 0.732 0.042
C -20.2694 4.7952 -15.0171 -0.095 0.224 0.364
C -16.2940 -0.8183 -15.7348 -0.263 -0.102 -0.175
H -16.8615 -0.8960 -13.6743 0.146 -0.104 0.402
H -24.2809 -1.2874 -14.4122 0.015 0.029 0.560
I -23.0867 -7.8271 -4.1550 0.541 0.694 -0.682
H -20.7413 2.7193 -14.7630 -0.070 -0.725 -0.445
N -19.8986 -1.1747 -8.5126 -0.738 1.234 -1.817
C -15.7965 0.1960 -7.7733 1.437 -0.332 -0.325
C -20.7427 -2.8664 -14.3964 -0.365 -0.157 -0.711
H -17.8134 -1.0032 -5.9817 0.002 -0.061 -0.306
C -18.5514 -1.2875 -6.7242 0.217 -0.503 1.216
C -21.7586 -4.1192 -7.1424 0.088 -1.349 1.042
H -13.2074 -1.7590 -16.7999 0.163 0.055 0.088
C -18.1729 0.5581 -8.3623 1.079 -1.178 1.577
C -20.4675 3.6847 -12.8953 0.167 -0.629 0.521
W -20.6075 -0.7465 -10.4843 -1.714 -0.651 -0.502
C -21.1248 -4.7892 -12.8810 0.620 2.076 -0.456
C -18.3277 2.8046 -11.0498 0.692 0.263 -0.093
H -23.4519 -3.1248 -6.2957 -0.204 0.292 -0.064
I -19.6930 7.5443 -15.6563 0.237 1.480 -0.429
H -20.2608 4.8963 -11.1422 0.040 0.249 -1.276
H -24.8856 1.3332 -13.1746 -0.125 -0.487 -0.076
C -14.2301 -1.4211 -16.8268 -0.850 0.612 -0.503
F -14.4547 -1.2805 -13.0636 0.296 0.008 -1.374
C -20.2435 4.8976 -12.2668 -0.379 0.076 1.455
N -17.4780 0.9234 -14.3533 0.634 1.069 -0.239
C -22.8775 -4.0314 -6.3055 -0.012 -1.287 0.933
C -20.9853 -5.3106 -7.1446 -1.270 0.350 0.448
C -27.4570 -2.2307 -13.8820 0.720 1.130 -0.352
I -12.8595 2.1238 -5.3105 0.049 0.325 0.062
C -22.9292 2.1267 -13.0162 1.440 -0.123 1.160
H -28.3255 -2.5264 -11.9598 0.294 0.551 -0.104
C -23.5069 -1.8179 -10.6486 -1.368 -0.712 0.464
C -23.2760 -5.1088 -5.4449 1.056 1.527 -1.701
N -22.0529 0.4757 -11.5517 0.085 1.341 -0.369
H -19.4688 -3.1772 -5.9028 0.026 0.453 -0.087
C -22.3832 -2.6829 -8.9298 -1.008 1.063 -1.473
H -21.5694 -6.6594 -13.8307 -0.060 -0.016 0.014
H -16.6975 2.5567 -9.5592 0.859 0.493 0.216
H -20.1702 7.0294 -12.4055 0.514 -0.612 -0.615
C -16.2571 1.5159 -13.8018 0.016 0.153 0.793
C -14.9248 -1.1441 -15.6275 -0.513 -0.223 -0.517
```
Forces are in eV/Å.

Results
Charge: +1
E in eV: -122853.129
Lowest unoccupied orbital energy (spin up / spin down) in Eh: -0.1574 / -0.1574